# 1
DFT (wB97M-V/def2-TZVPD) results for C4H8O2S in the gas phase at a distorted geometry.

```
15
Properties=species:S:1:pos:R:3:mulliken_charge:R:1
C -0.236 -1.416 -0.282 -0.743
C 0.130 0.231 -0.083 0.753
C 1.522 0.595 0.040 -1.190
C -0.936 1.023 -0.790 -1.168
O 0.340 -1.067 2.399 -0.640
O -1.932 -0.560 1.491 -0.619
S -0.518 -0.741 1.259 0.996
H -1.111 -1.423 -0.952 0.332
H 0.460 -2.156 -0.640 0.370
H 1.642 1.735 0.265 0.276
H 2.188 0.244 -0.731 0.310
H 1.883 0.070 0.919 0.384
H -0.937 2.067 -0.426 0.320
H -1.962 0.459 -0.664 0.269
H -0.534 0.939 -1.805 0.350
```

Summary:
- total charge = 0
- gap between HOMO and LUMO (eV) = 10.82
- SMILES string = CC1(C)CS1(=O)=O
- energy (eV) = -19205.250
- spin multiplicity = 1
- energy above the lowest of the compared OMol25 structures with the same formula, charge and spin (kJ/mol) = 303.7

***

# 2
DFT (wB97M-V/def2-TZVPD) results for a gas-phase ion, C4H8O2S2 (charge +1) at a distorted geometry.

```
16
Properties=species:S:1:pos:R:3:lowdin_spin:R:1
C -0.997 0.275 -1.507 0.025
C -0.233 -0.936 -1.986 0.005
O -0.188 -0.954 -3.300 0.009
O 0.241 -1.829 -1.321 0.071
C -0.169 1.133 -0.517 0.047
S 0.976 0.174 0.501 0.541
S -0.192 -0.087 2.162 0.227
C -0.137 1.533 2.875 0.054
H -1.465 0.942 -2.212 0.002
H -1.771 -0.322 -0.943 0.001
H 0.419 -1.486 -3.831 0.000
H 0.428 1.912 -0.993 0.001
H -0.802 1.850 -0.052 0.004
H -0.063 1.376 3.960 0.011
H 0.870 2.059 2.726 0.000
H -0.975 2.173 2.644 0.002
```

Summary:
- total charge = +1
- gap between HOMO and LUMO (alpha / beta) (eV) = 10.32 / 5.93
- energy (eV) = -30034.323
- spin multiplicity = 2
- expectation value of S² = 0.755
- energy above the lowest of the compared OMol25 structures with the same formula, charge and spin (kJ/mol) = 50.1

***

# 3
DFT (wB97M-V/def2-TZVPD) results for C4H8O3 in the gas phase.

```
15
Properties=species:S:1:pos:R:3:mulliken_charge:R:1
O -0.951 1.486 -0.161 -0.479
C -1.594 0.336 -0.681 -0.424
C -0.917 -0.827 0.043 -0.663
C 0.592 -0.639 -0.082 0.773
O 1.149 -1.046 -1.085 -0.650
C 1.461 0.070 0.965 -0.434
O 2.790 0.094 0.531 -0.550
H -1.207 2.277 -0.641 0.285
H -1.457 0.237 -1.769 0.317
H -2.676 0.348 -0.480 0.296
H -1.176 -1.776 -0.439 0.350
H -1.264 -0.849 1.081 0.305
H 1.094 1.093 1.130 0.239
H 1.381 -0.459 1.928 0.242
H 2.775 -0.344 -0.339 0.391
```

Summary:
- total charge = 0
- gap between HOMO and LUMO (eV) = 10.79
- SMILES string = O=C(CO)CCO
- energy (eV) = -10419.596
- spin multiplicity = 1
- energy above the lowest of the compared OMol25 structures with the same formula, charge and spin (kJ/mol) = 135.8

***

# 4
DFT (wB97M-V/def2-TZVPD) results for C4H8O3 in the gas phase at a distorted geometry.

```
15
Properties=species:S:1:pos:R:3:mulliken_charge:R:1
O 0.475 2.684 0.333 -0.585
C -0.388 1.834 0.683 0.581
O -1.727 2.214 0.601 -0.484
C -0.177 0.254 0.790 -0.415
C 0.832 -0.236 -0.113 -0.648
C 0.714 -1.543 -0.773 -0.362
O -0.347 -2.447 -0.460 -0.541
H -1.836 3.129 0.173 0.355
H -1.199 -0.397 0.768 0.269
H -0.084 0.085 1.964 0.297
H 0.937 0.458 -0.903 0.383
H 1.757 -0.207 0.377 0.359
H 0.551 -1.225 -1.847 0.238
H 1.542 -2.158 -0.468 0.247
H -1.052 -2.444 -1.126 0.305
```

Summary:
- total charge = 0
- gap between HOMO and LUMO (eV) = 11.04
- SMILES string = O=C(O)CCCO
- energy (eV) = -10418.413
- spin multiplicity = 1
- energy above the lowest of the compared OMol25 structures with the same formula, charge and spin (kJ/mol) = 249.9

***

# 5
DFT (wB97M-V/def2-TZVPD) results for C4H8O3 in the gas phase.

```
15
Properties=species:S:1:pos:R:3:mulliken_charge:R:1
C -0.395 0.540 -1.663 -1.306
C 0.607 0.027 -0.646 0.172
O 1.330 1.141 -0.155 -0.564
C -0.058 -0.704 0.519 0.130
O 1.003 -1.051 1.403 -0.548
C -1.029 0.163 1.310 -0.131
O -2.002 -0.300 1.862 -0.480
H 0.123 1.017 -2.498 0.337
H -1.006 -0.276 -2.061 0.369
H -1.055 1.284 -1.203 0.346
H 1.294 -0.693 -1.120 0.285
H 1.894 0.808 0.558 0.371
H -0.593 -1.598 0.173 0.306
H 0.634 -1.588 2.116 0.334
H -0.747 1.231 1.406 0.379
```

Summary:
- total charge = 0
- gap between HOMO and LUMO (eV) = 10.36
- SMILES string = C[C@@H](O)[C@@H](O)C=O
- energy (eV) = -10419.503
- spin multiplicity = 1
- energy above the lowest of the compared OMol25 structures with the same formula, charge and spin (kJ/mol) = 144.8

***

# 6
DFT (wB97M-V/def2-TZVPD) results for 2 unconnected molecules or ions with the total composition C4H8O3.

```
15
Properties=species:S:1:pos:R:3:mulliken_charge:R:1
O -1.403 2.798 -0.978 -0.354
C -1.375 1.501 -1.141 -0.226
C -0.879 -1.454 0.368 -0.949
C 0.562 -1.170 0.060 0.891
O 1.205 -1.777 -0.775 -0.617
C 1.237 -0.026 0.804 -0.342
O 2.549 0.150 0.371 -0.541
H -1.835 2.988 -0.128 0.356
H -0.864 1.389 -2.125 0.138
H -1.470 -0.617 -0.032 0.244
H -1.188 -2.389 -0.104 0.305
H -1.052 -1.494 1.449 0.309
H 0.634 0.885 0.644 0.130
H 1.197 -0.241 1.885 0.277
H 2.683 -0.545 -0.298 0.377
```

Summary:
- total charge = 0
- gap between HOMO and LUMO (eV) = 9.55
- energy (eV) = -10416.834
- spin multiplicity = 1
- energy above the lowest of the compared OMol25 structures with the same formula, charge and spin (kJ/mol) = 402.3

***

# 7
DFT (wB97M-V/def2-TZVPD) results for C4H8O3 in the gas phase at a distorted geometry.

```
15
Properties=species:S:1:pos:R:3:mulliken_charge:R:1
C -0.353 -1.014 -0.430 -0.326
C -1.109 -0.120 0.634 -0.424
C 0.002 0.953 0.562 -0.432
C 0.903 -0.119 -0.231 0.213
H -1.379 -0.484 -1.942 0.349
H -0.265 -2.016 -0.051 0.290
H -1.257 -0.538 1.714 0.245
H -2.031 0.310 0.216 0.208
H -0.122 1.692 -0.146 0.412
H 0.891 0.871 2.307 0.336
H 1.534 -0.771 0.438 0.300
H 2.092 0.603 -1.547 0.310
O -0.643 -1.136 -1.797 -0.503
O 0.484 1.546 1.756 -0.529
O 1.254 0.225 -1.483 -0.450
```

Summary:
- total charge = 0
- gap between HOMO and LUMO (eV) = 10.16
- SMILES string = OC1[C@H](O)C[C@H]1O
- energy (eV) = -10417.675
- spin multiplicity = 1
- energy above the lowest of the compared OMol25 structures with the same formula, charge and spin (kJ/mol) = 321.1

***

# 8
DFT (wB97M-V/def2-TZVPD) results for C4H8O3 in the gas phase at a distorted geometry.

```
15
Properties=species:S:1:pos:R:3:mulliken_charge:R:1
O 0.101 -1.106 -2.232 -0.545
C 0.035 -0.034 -1.680 0.542
O -1.022 0.802 -1.826 -0.444
C 1.000 0.290 -0.610 -0.481
C 0.345 0.337 0.756 0.532
C -0.958 -0.314 1.052 -1.529
O 1.277 -0.077 1.721 -0.555
H -1.618 0.441 -2.504 0.337
H 1.571 1.214 -0.803 0.285
H 1.862 -0.484 -0.586 0.245
H 0.323 1.396 1.080 0.130
H -0.941 -1.366 0.796 0.419
H -1.822 0.157 0.594 0.368
H -1.277 -0.309 2.150 0.378
H 1.125 -0.949 2.093 0.319
```

Summary:
- total charge = 0
- gap between HOMO and LUMO (eV) = 10.80
- SMILES string = C[C@@H](O)CC(=O)O
- energy (eV) = -10419.867
- spin multiplicity = 1
- energy above the lowest of the compared OMol25 structures with the same formula, charge and spin (kJ/mol) = 109.7

***

# 9
DFT (wB97M-V/def2-TZVPD) results for C4H8O3 in the gas phase.

```
15
Properties=species:S:1:pos:R:3:mulliken_charge:R:1
O -0.710 -0.400 2.556 -0.553
C -0.077 -0.989 1.718 0.380
O 0.927 -1.841 2.018 -0.455
C -0.292 -0.871 0.242 -0.379
C -0.263 0.589 -0.214 -0.483
C 0.267 0.758 -1.611 -0.553
O 0.504 2.124 -1.947 -0.536
H 0.903 -1.999 2.977 0.348
H 0.451 -1.470 -0.279 0.305
H -1.252 -1.333 0.027 0.289
H 0.316 1.204 0.471 0.375
H -1.246 1.057 -0.094 0.331
H -0.429 0.341 -2.343 0.267
H 1.202 0.228 -1.797 0.354
H -0.300 2.603 -1.723 0.311
```

Summary:
- total charge = 0
- gap between HOMO and LUMO (eV) = 11.18
- SMILES string = O=C(O)CCCO
- energy (eV) = -10420.346
- spin multiplicity = 1
- energy above the lowest of the compared OMol25 structures with the same formula, charge and spin (kJ/mol) = 63.4